(1)
{
  "formula": "C4H6N2S2",
  "method": "ωB97M-V/def2-TZVPD",
  "species": ["N", "C", "N", "C", "S", "C", "C", "S", "H", "H", "H", "H", "H", "H"],
  "coordinates": [[0.011, -1.858, -0.412], [0.706, -0.696, -0.182], [2.019, -0.477, -0.617], [2.450, 0.706, -0.393], [1.272, 1.698, 0.362], [0.151, 0.395, 0.399], [-1.592, 0.628, 0.809], [-2.661, 0.277, -0.506], [-0.858, -2.060, -0.118], [0.641, -2.691, -0.383], [3.512, 1.043, -0.432], [-1.644, -0.120, 1.496], [-1.772, 1.679, 1.190], [-2.236, 1.476, -1.213]],
  "forces_ev_per_angstrom": [[5.62, -1.75, -1.79], [-0.08, 1.31, -0.01], [-0.53, -2.38, -0.19], [0.20, 0.81, 1.01], [-0.22, 0.60, 0.24], [-3.30, 1.75, 0.53], [4.77, 2.37, -1.31], [0.00, 1.93, -2.28], [-3.37, -0.04, 1.38], [-0.96, 1.05, -0.23], [-1.06, -0.41, -0.42], [-0.73, -1.71, 2.40], [0.57, -1.52, -0.10], [-0.91, -2.01, 0.76]],
  "lumo_energy_ev": 0.5,
  "smiles": "Nc1ncsc1CS",
  "max_force_ev_per_a": 6.15,
  "total_energy_ev": -28894.2475,
  "de_lowest_kj_mol": 189.42,
  "orbital_gap_ev": 8.576,
  "charge": 0
}

=====

(2)
{
  "formula": "C20H22IrN3O",
  "method": "ωB97M-V/def2-TZVPD",
  "species": ["Ir", "N", "C", "C", "C", "C", "C", "C", "C", "C", "N", "C", "H", "H", "H", "H", "H", "H", "H", "H", "N", "H", "H", "H", "C", "O", "H", "H", "H", "H", "C", "C", "C", "C", "C", "C", "C", "C", "C", "C", "H", "H", "H", "H", "H", "H", "H"],
  "coordinates": [[0.031, -0.123, -0.615], [2.370, 0.075, -0.288], [2.975, -1.209, -0.114], [4.307, -1.441, -0.364], [4.867, -2.701, -0.108], [4.104, -3.711, 0.415], [2.728, -3.515, 0.667], [1.875, -4.517, 1.173], [0.537, -4.247, 1.328], [0.042, -2.994, 0.946], [0.812, -2.038, 0.474], [2.146, -2.255, 0.362], [2.920, 0.642, -0.932], [2.342, 0.568, 0.607], [4.935, -0.646, -0.739], [5.914, -2.859, -0.312], [4.544, -4.670, 0.637], [2.277, -5.491, 1.411], [-0.144, -4.991, 1.704], [-1.015, -2.773, 1.024], [-1.229, -1.575, -2.014], [-2.096, -1.870, -1.569], [-0.684, -2.412, -2.207], [-1.492, -1.179, -2.914], [0.644, 3.079, -1.777], [0.598, 1.710, -2.183], [0.223, 3.134, -0.777], [0.050, 3.697, -2.453], [1.669, 3.449, -1.752], [1.061, 1.629, -3.024], [-4.182, 3.707, -0.608], [-3.458, 2.958, -1.533], [-2.528, 2.032, -1.100], [-2.272, 1.826, 0.270], [-1.280, 0.909, 0.726], [-1.126, 0.732, 2.103], [-1.915, 1.420, 3.023], [-2.845, 2.345, 2.587], [-3.039, 2.575, 1.213], [-3.985, 3.512, 0.744], [-4.910, 4.426, -0.950], [-3.628, 3.104, -2.589], [-1.968, 1.452, -1.826], [-0.385, 0.042, 2.490], [-1.791, 1.229, 4.078], [-3.439, 2.891, 3.303], [-4.559, 4.075, 1.465]],
  "forces_ev_per_angstrom": [[-0.72, 0.48, 0.69], [-0.44, 0.34, 0.11], [0.56, -0.54, 0.12], [-0.62, 0.21, 0.14], [-0.11, -0.42, 0.10], [0.17, 0.18, -0.04], [-0.16, 0.44, -0.17], [-0.32, 0.15, -0.06], [0.22, -0.10, -0.01], [0.03, -0.12, 0.03], [-0.33, 0.41, -0.16], [0.59, -0.34, -0.08], [-0.27, -0.01, 0.06], [0.16, 0.00, -0.17], [0.05, 0.10, -0.02], [0.11, -0.05, -0.01], [0.06, -0.12, 0.03], [0.03, -0.08, 0.06], [-0.07, -0.08, 0.08], [-0.05, 0.00, -0.01], [0.20, 0.28, 0.17], [0.13, 0.01, 0.02], [-0.09, 0.00, 0.01], [0.07, -0.01, 0.08], [-0.06, 0.52, 0.13], [0.06, -0.40, -0.15], [-0.03, 0.00, 0.00], [0.05, -0.02, 0.06], [0.01, -0.02, -0.02], [-0.09, -0.13, -0.07], [0.03, -0.09, -0.13], [-0.17, 0.13, 0.14], [0.29, -0.21, 0.39], [-0.52, 0.37, -0.31], [1.03, -0.79, -1.51], [-0.17, 0.19, 1.04], [0.65, -0.60, -0.15], [-0.27, 0.21, -0.13], [-0.03, -0.01, -0.57], [0.19, -0.19, 0.30], [-0.06, 0.08, -0.02], [-0.01, -0.01, -0.10], [0.01, 0.06, -0.02], [0.02, -0.05, -0.06], [0.01, 0.04, 0.08], [-0.08, 0.10, 0.10], [-0.06, 0.07, 0.04]],
  "spin_multiplicity": 5,
  "lumo_energy_ev": [-5.9, -8.9],
  "max_force_ev_per_a": 1.99,
  "total_energy_ev": -30436.5933,
  "s_squared": 6.035,
  "de_lowest_kj_mol": 0.00,
  "orbital_gap_ev": [8.499, 5.521],
  "charge": 2
}

=====

(3)
{
  "formula": "C36H44BrCsN5OP2",
  "method": "ωB97M-V/def2-TZVPD",
  "species": ["Cs", "C", "C", "N", "N", "C", "O", "C", "C", "C", "C", "C", "C", "C", "C", "C", "C", "C", "N", "H", "H", "H", "H", "H", "H", "H", "H", "H", "H", "H", "H", "C", "P", "C", "C", "C", "P", "C", "C", "H", "H", "H", "H", "H", "H", "H", "H", "H", "H", "H", "H", "H", "H", "H", "H", "Br", "C", "C", "C", "C", "C", "C", "C", "C", "C", "C", "H", "H", "H", "H", "H", "H", "N", "C", "N", "C", "C", "C", "C", "C", "H", "H", "H", "H", "H", "H", "H", "H", "H", "H"],
  "coordinates": [[0.165, 0.365, 0.218], [-5.021, -0.043, -1.968], [-3.560, -0.384, -1.866], [-2.635, 0.487, -1.696], [-2.988, 1.794, -1.703], [-2.271, 2.574, -0.906], [-1.520, 2.218, 0.036], [-2.492, 4.051, -1.123], [-3.643, 4.559, -1.722], [-3.816, 5.930, -1.861], [-2.837, 6.809, -1.414], [-1.682, 6.307, -0.827], [-1.516, 4.937, -0.676], [-3.134, -1.805, -1.950], [-4.079, -2.828, -2.081], [-3.654, -4.145, -2.158], [-2.299, -4.424, -2.101], [-1.430, -3.349, -1.963], [-1.825, -2.084, -1.892], [-5.119, 1.039, -1.959], [-5.586, -0.454, -1.126], [-5.461, -0.433, -2.891], [-4.393, 3.863, -2.071], [-4.722, 6.315, -2.316], [-2.976, 7.880, -1.515], [-0.911, 6.985, -0.478], [-0.631, 4.532, -0.200], [-5.134, -2.594, -2.121], [-4.379, -4.944, -2.265], [-1.925, -5.438, -2.155], [-0.356, -3.508, -1.919], [3.913, -1.490, 1.749], [2.215, -2.093, 1.375], [2.682, -3.536, 0.322], [1.862, -3.027, 2.942], [0.601, -3.908, 2.783], [-0.633, -3.168, 1.603], [-1.579, -2.134, 2.800], [-1.789, -4.603, 1.490], [3.853, -0.670, 2.463], [4.341, -1.079, 0.834], [4.558, -2.288, 2.134], [3.420, -4.172, 0.820], [3.084, -3.168, -0.620], [1.796, -4.128, 0.081], [1.714, -2.285, 3.730], [2.732, -3.630, 3.219], [0.113, -4.084, 3.746], [0.878, -4.882, 2.371], [-2.008, -2.750, 3.594], [-2.381, -1.610, 2.277], [-0.914, -1.392, 3.248], [-2.023, -5.017, 2.476], [-1.343, -5.382, 0.869], [-2.713, -4.282, 1.005], [1.338, 0.670, 3.561], [1.938, 2.477, 3.324], [1.725, 3.336, 4.360], [2.161, 4.675, 4.234], [2.797, 5.082, 3.098], [3.036, 4.182, 2.028], [3.734, 4.595, 0.867], [3.985, 3.688, -0.123], [3.522, 2.354, -0.011], [2.802, 1.856, 1.063], [2.594, 2.823, 2.105], [1.229, 3.001, 5.259], [1.990, 5.368, 5.049], [3.140, 6.108, 3.001], [4.067, 5.625, 0.787], [4.540, 4.003, -1.003], [3.769, 1.678, -0.835], [2.327, -2.024, -2.660], [3.026, -1.274, -3.198], [3.792, -0.337, -3.744], [5.208, -0.234, -3.350], [5.527, 1.217, -3.023], [5.336, 2.108, -4.261], [4.186, 1.595, -5.151], [3.150, 0.853, -4.325], [5.846, -0.587, -4.167], [5.380, -0.879, -2.491], [6.546, 1.293, -2.643], [4.862, 1.541, -2.219], [6.258, 2.138, -4.844], [5.128, 3.130, -3.939], [4.571, 0.910, -5.910], [3.708, 2.421, -5.676], [2.309, 0.527, -4.934], [2.755, 1.504, -3.538]],
  "forces_ev_per_angstrom": [[0.57, -1.06, -0.39], [-0.01, -0.01, -0.08], [0.07, -0.08, -0.06], [0.19, 0.10, 0.47], [-0.14, 0.32, -0.32], [-0.42, -0.17, 0.21], [-0.84, 1.16, -0.39], [0.07, -0.02, 0.06], [0.03, 0.04, -0.05], [0.04, -0.03, 0.03], [-0.01, -0.04, 0.01], [-0.02, -0.04, -0.02], [0.01, 0.07, 0.04], [0.04, -0.01, 0.03], [-0.07, -0.06, 0.01], [-0.03, 0.04, -0.01], [-0.04, 0.03, 0.01], [0.02, 0.11, -0.06], [0.10, -0.03, 0.04], [-0.01, 0.00, 0.01], [0.01, -0.02, -0.03], [-0.01, -0.01, 0.04], [0.01, 0.00, 0.00], [0.00, 0.00, 0.00], [0.01, -0.02, -0.02], [-0.01, -0.01, 0.00], [-0.04, 0.00, 0.01], [0.03, -0.01, 0.00], [-0.01, 0.00, 0.01], [0.02, 0.02, -0.01], [-0.02, 0.02, 0.03], [-0.03, -0.07, 0.08], [0.75, -0.34, 0.15], [-0.09, 0.01, 0.07], [-0.24, -0.03, -0.12], [0.15, 0.23, -0.10], [-0.24, -0.26, 0.13], [0.08, -0.02, -0.11], [0.00, 0.08, 0.06], [0.00, 0.02, -0.02], [0.00, 0.01, 0.01], [-0.01, 0.02, -0.02], [-0.02, -0.01, 0.00], [0.02, -0.02, -0.02], [0.02, 0.00, -0.01], [0.00, -0.01, 0.02], [-0.01, -0.02, 0.05], [0.02, -0.09, 0.03], [0.01, 0.00, -0.02], [0.00, 0.02, 0.04], [0.01, 0.04, 0.05], [-0.05, 0.04, -0.03], [-0.02, -0.01, -0.01], [-0.01, 0.00, 0.01], [0.02, -0.02, 0.00], [0.02, 0.10, 0.19], [0.06, 0.00, -0.09], [0.02, 0.09, -0.05], [-0.01, -0.05, 0.00], [0.00, 0.00, -0.01], [-0.03, -0.09, 0.00], [-0.03, -0.01, 0.06], [-0.02, -0.08, -0.06], [0.00, 0.06, 0.08], [0.19, 0.00, 0.07], [0.01, 0.01, 0.05], [-0.02, 0.00, 0.00], [-0.01, 0.00, 0.00], [0.00, 0.00, -0.01], [0.01, 0.00, 0.01], [0.01, 0.00, -0.04], [-0.19, 0.10, 0.15], [0.09, -0.16, -0.31], [-0.07, 0.48, 0.41], [0.00, -0.26, -0.16], [-0.06, 0.09, -0.01], [-0.05, 0.02, -0.09], [-0.05, -0.08, 0.00], [0.08, 0.03, 0.10], [0.02, 0.00, 0.05], [0.01, -0.04, -0.02], [-0.05, -0.02, 0.05], [0.02, 0.01, 0.01], [0.18, -0.03, -0.14], [0.01, 0.03, -0.02], [0.01, 0.01, 0.01], [0.00, 0.00, -0.03], [-0.01, 0.00, -0.01], [-0.01, -0.04, -0.03], [-0.02, -0.01, 0.06]],
  "lumo_energy_ev": 2.1,
  "max_force_ev_per_a": 1.48,
  "total_energy_ev": -136712.0883,
  "de_lowest_kj_mol": 69.65,
  "orbital_gap_ev": 5.886,
  "charge": -1
}

=====

(4)
{
  "formula": "C4H10NPS3",
  "method": "ωB97M-V/def2-TZVPD",
  "species": ["C", "N", "C", "P", "S", "C", "C", "S", "S", "H", "H", "H", "H", "H", "H", "H", "H", "H", "H"],
  "coordinates": [[2.789, 1.333, -0.736], [1.690, 0.506, -0.213], [2.007, 0.202, 1.156], [0.238, 0.293, -1.143], [-0.343, -1.596, -0.327], [-2.197, -1.467, -0.636], [-3.114, -0.848, 0.467], [-3.453, 0.918, 0.191], [-1.366, 1.493, 0.043], [2.406, 1.850, -1.596], [2.861, 2.066, -0.006], [3.649, 0.693, -0.953], [3.069, 0.078, 1.165], [1.891, 1.044, 1.731], [1.330, -0.449, 1.611], [-2.519, -2.485, -0.809], [-2.371, -1.124, -1.626], [-3.996, -1.501, 0.351], [-2.572, -1.004, 1.327]],
  "forces_ev_per_angstrom": [[-2.00, -1.27, -1.21], [-1.65, -0.41, -1.64], [-0.01, 0.17, -1.29], [0.59, -0.13, 1.54], [-1.05, 0.25, -0.28], [0.48, -0.61, 0.40], [-0.02, -0.48, -3.33], [1.59, -0.62, -0.45], [-0.19, 0.45, 0.35], [0.28, 0.08, -0.85], [1.34, 1.53, 1.31], [0.11, 0.51, 0.17], [0.61, -1.35, 0.49], [-0.39, 2.63, 1.42], [-0.45, -1.94, 0.45], [0.26, -0.63, 0.57], [0.00, 1.21, -0.80], [-0.11, 0.86, 0.68], [0.62, -0.24, 2.48]],
  "lumo_energy_ev": -0.2,
  "smiles": "CN(C)P1SCCSS1",
  "max_force_ev_per_a": 3.36,
  "total_energy_ev": -47593.7864,
  "de_lowest_kj_mol": 168.46,
  "orbital_gap_ev": 7.741,
  "charge": 0
}